130
Properties=species:S:1:pos:R:3 method="wB97M-V/def2-TZVPD" largest_force_ev_per_a=0.67 orbital_gap_ev="5.77 / 6.84" homo_energy_ev="-3.651 / -4.721" total_charge=-1 total_energy_ev=-113492.349 de_lowest_kcal_mol=0.0 spin_multiplicity=2 mol_weight_g_mol=1066.705
Ti 0.3691 -0.6873 1.9824
C 3.4289 0.4594 1.8766
N 2.1958 0.6369 2.6394
C 1.7441 2.0290 2.4998
C 2.4477 0.3381 4.0622
C 1.1648 0.1614 4.8350
C 1.1349 0.5062 6.1840
C -0.0204 0.3110 6.9260
C -1.1400 -0.2143 6.2935
C -1.0899 -0.5340 4.9413
C 0.0573 -0.3689 4.1530
H 4.2354 1.0868 2.2846
H 3.2531 0.7346 0.8375
H 3.7362 -0.5853 1.9107
H 2.5366 2.7162 2.8329
H 0.8506 2.1805 3.1018
H 1.4892 2.2246 1.4602
H 3.0741 1.1321 4.4988
H 3.0291 -0.5856 4.1007
H 2.0153 0.9349 6.6562
H -0.0510 0.5763 7.9765
H -2.0588 -0.3612 6.8528
H -1.9994 -0.8976 4.4785
C -3.6183 -4.4753 3.6270
C -3.2274 -3.0074 3.4477
C -3.4790 -2.4986 2.0468
C -4.8020 -2.3437 1.6409
C -5.1187 -1.8975 0.3721
C -4.0964 -1.5827 -0.5064
C -2.7622 -1.7023 -0.1387
C -1.7094 -1.3746 -1.1643
C -1.4889 -2.5370 -2.1335
C -2.4553 -2.1757 1.1450
N -1.0902 -2.3099 1.5497
C -0.6765 -3.4999 1.8311
C 0.6317 -3.7095 2.3518
C 1.2399 -4.8829 2.8086
C 2.4954 -4.4975 3.2863
C 2.5788 -3.1167 3.0867
N 1.4573 -2.6239 2.5312
H -3.4673 -4.7930 4.6603
H -3.0204 -5.1256 2.9852
H -4.6667 -4.6376 3.3698
H -2.1857 -2.8700 3.7306
H -3.8162 -2.3980 4.1394
H -5.5927 -2.5654 2.3499
H -6.1534 -1.7700 0.0784
H -4.3265 -1.2085 -1.4985
H -0.7826 -1.0888 -0.6691
H -2.0279 -0.4852 -1.7130
H -1.1519 -3.4327 -1.6036
H -0.7409 -2.2819 -2.8870
H -2.4156 -2.7907 -2.6535
H -1.3361 -4.3595 1.7015
H 0.8019 -5.8705 2.8096
H 3.2560 -5.1262 3.7234
H 3.4143 -2.4767 3.3315
C 2.2992 3.9775 -7.8771
C 1.7258 3.5080 -6.5662
C 2.0159 4.1615 -5.3767
C 1.4832 3.7439 -4.1604
C 1.8422 4.5220 -2.9238
C 0.6239 2.6314 -4.1124
Te -0.2525 1.9682 -2.2388
N -0.7352 0.6162 1.2869
C -1.8020 1.2229 0.8419
O -1.9993 1.6490 -0.3327
C -2.9591 1.4477 1.7959
C -4.2650 1.4614 1.3162
C -5.3303 1.6517 2.1833
C -5.0984 1.8649 3.5370
C -3.7946 1.8870 4.0147
C -2.7322 1.6745 3.1467
C -1.3589 3.7755 -2.1398
C -2.1494 4.1082 -3.2334
C -2.8852 5.2847 -3.2551
C -2.8360 6.1377 -2.1640
C -2.0490 5.8056 -1.0715
C -1.2982 4.6319 -1.0364
C -0.4331 4.3442 0.1578
C 0.3267 1.9633 -5.3121
C -0.5754 0.7539 -5.3928
C 0.8796 2.4129 -6.5116
H 3.0049 4.7946 -7.7264
H 1.5125 4.3338 -8.5457
H 2.8228 3.1696 -8.3923
H 2.6756 5.0239 -5.3936
H 2.5743 5.2969 -3.1541
H 2.2500 3.8668 -2.1516
H 0.9580 5.0011 -2.4985
H -4.4266 1.3225 0.2553
H -6.3454 1.6355 1.8031
H -5.9303 2.0188 4.2148
H -3.5998 2.0595 5.0672
H -1.7150 1.6598 3.5112
H -2.1877 3.4383 -4.0842
H -3.4975 5.5248 -4.1159
H -3.4107 7.0561 -2.1584
H -2.0132 6.4706 -0.2157
H -0.6251 5.0646 0.9536
H 0.6249 4.4059 -0.1136
H -0.6100 3.3404 0.5428
H -1.2458 0.6864 -4.5395
H 0.0141 -0.1673 -5.4160
H -1.1696 0.7859 -6.3082
H 0.6272 1.8902 -7.4306
O 1.6019 -1.0522 0.0762
S 1.6242 -2.4079 -0.5740
C 3.1775 -3.1860 -0.1546
C 4.3511 -2.4449 -0.1104
C 5.5351 -3.0849 0.2044
C 5.5414 -4.4564 0.4531
C 4.3648 -5.1825 0.4000
C 3.1665 -4.5428 0.1028
C 2.0708 -2.0596 -2.2715
C 2.4126 -0.7710 -2.6409
C 2.8295 -0.5398 -3.9464
C 2.8807 -1.5842 -4.8581
C 2.5045 -2.8683 -4.4777
C 2.0974 -3.1109 -3.1764
H 4.3249 -1.3816 -0.3149
H 6.4575 -2.5202 0.2520
H 6.4716 -4.9532 0.6985
H 4.3662 -6.2421 0.6201
H 2.2296 -5.0849 0.1107
H 2.3418 0.0294 -1.9135
H 3.1091 0.4618 -4.2488
H 3.2036 -1.3954 -5.8740
H 2.5296 -3.6785 -5.1951
H 1.8079 -4.1072 -2.8621